1.
The following is a quantum chemistry calculation of a structure of composition C30H46IrN7OSi, from OMol25.

Each line ends with the Mulliken charge.
Positions of all 86 atoms, in Å:
Ir: -0.19977 0.01582 0.12200  3.566
C: -0.19237 2.11484 -2.47166  -0.874
C: 1.00243 1.17940 -2.61690  -0.800
N: 1.51291 0.69287 -1.31426  -0.491
C: 2.36871 1.62335 -0.55997  -0.900
C: 1.55881 2.72140 0.12167  -0.813
N: 0.27423 2.22158 0.67311  -0.446
C: -0.89559 3.09097 0.37400  -0.785
C: -1.86520 2.46811 -0.64438  -0.891
N: -1.17765 1.53783 -1.54928  -0.493
H: 0.10444 3.09559 -2.10516  0.275
H: -0.63007 2.28393 -3.45787  0.586
H: 0.69604 0.29533 -3.17965  0.343
H: 1.80014 1.67203 -3.18064  0.533
H: 2.05780 -0.14089 -1.50055  -0.289
H: 2.89404 1.02098 0.18581  0.211
H: 3.13212 2.07515 -1.20053  0.639
H: 2.15843 3.17429 0.91283  0.526
H: 1.34423 3.52117 -0.58240  0.363
H: 0.36697 2.11774 1.67569  0.222
H: -1.43872 3.28372 1.29755  0.397
H: -0.53343 4.05765 0.02321  0.489
H: -2.62438 1.88358 -0.12259  0.367
H: -2.37950 3.26453 -1.18951  0.535
H: -1.86576 0.99136 -2.04952  0.256
C: -2.05406 -0.97511 -0.26961  -1.334
Si: -1.65981 -2.74809 -0.70307  -1.054
C: -0.05184 -3.07010 0.25322  -0.890
N: 1.03974 -2.10908 -0.08969  0.811
C: 2.16148 -2.20981 0.87634  -0.255
C: 3.04756 -3.42995 0.68486  -1.129
C: 3.66831 -3.44994 -0.72773  -0.808
C: 3.03973 -2.37793 -1.61666  -0.770
C: 1.52597 -2.42118 -1.47788  -0.902
C: -2.95125 -3.90454 -0.05516  0.695
C: -3.77494 -4.63686 -0.91422  -0.247
C: -4.74019 -5.50054 -0.41544  -0.756
C: -4.89951 -5.64447 0.95429  -0.533
C: -4.09930 -4.91823 1.82738  -0.753
C: -3.13925 -4.05664 1.32462  -0.293
C: -1.43704 -2.95668 -2.54207  0.596
C: -1.03956 -4.19887 -3.04904  -0.007
C: -0.81424 -4.38465 -4.40491  -0.886
C: -0.98722 -3.32598 -5.28746  -0.612
C: -1.40074 -2.09040 -4.81139  -0.663
C: -1.62281 -1.91518 -3.45116  -0.205
H: -2.56587 -0.96848 0.69410  0.800
H: -2.71874 -0.48302 -0.97946  0.772
H: 0.30926 -4.09766 0.13495  0.535
H: -0.29200 -2.94809 1.31535  0.588
H: 1.72902 -2.17608 1.87443  0.510
H: 2.76786 -1.30719 0.75496  -0.112
H: 2.47080 -4.33651 0.87389  0.315
H: 3.82134 -3.40898 1.45330  0.469
H: 3.49343 -4.42118 -1.19302  0.350
H: 4.74953 -3.32390 -0.68810  0.433
H: 3.28823 -2.55905 -2.66344  0.558
H: 3.45280 -1.38806 -1.38378  0.262
H: 1.20153 -3.43067 -1.73840  0.483
H: 1.00786 -1.78067 -2.19469  -0.101
H: -3.66626 -4.53434 -1.98739  0.343
H: -5.36866 -6.06080 -1.09464  0.428
H: -5.64887 -6.32073 1.34364  0.400
H: -4.22824 -5.02951 2.89596  0.435
H: -2.52829 -3.49391 2.02531  0.166
H: -0.90875 -5.04209 -2.37704  0.528
H: -0.51329 -5.35555 -4.77571  0.452
H: -0.81667 -3.47073 -6.34596  0.418
H: -1.56674 -1.27424 -5.50324  0.468
H: -1.97373 -0.94890 -3.10310  0.215
C: -2.48310 0.06254 4.75349  -0.863
N: -1.04860 0.02650 4.43918  0.123
C: -0.10707 -0.07457 5.40950  -0.126
C: 1.20826 -0.08453 5.11362  -1.284
C: 1.56306 0.00468 3.73800  0.956
N: 0.64362 0.06072 2.76981  -0.152
C: -0.66962 0.10806 3.11739  0.001
O: -1.54213 0.23050 2.24697  -0.726
N: 2.85518 0.03320 3.39400  -0.310
H: -2.59309 0.02937 5.83320  0.341
H: -2.98060 -0.79229 4.30226  0.291
H: -2.92062 0.97768 4.36427  0.304
H: -0.47790 -0.13742 6.42315  0.402
H: 1.95241 -0.15403 5.89141  0.451
H: 3.57941 -0.01109 4.08966  0.240
H: 3.12260 0.07436 2.42736  0.104

Values from the calculation:
⟨S²⟩: 6.009
Kohn-Sham gap (spin up / spin down) (eV): 7.9 / 6.4
HOMO (spin up / spin down) (hartree): -0.466 / -0.492
Max |F| (Eh/bohr): 0.00940
Net charge: +2
2S+1: 5

***

2.
The following is a quantum chemistry calculation of a structure of composition C30H46N4O4SScSe2 at a distorted geometry, from OMol25.

Each line ends with the Mulliken charge.
Positions of all 88 atoms, in Å:
Sc: -1.47655 -0.29829 0.41490  0.883
C: -5.44746 -0.99119 -0.99423  -1.574
C: -3.95578 -1.26080 -1.01927  0.774
O: -3.31857 -0.59381 -0.14258  -0.490
C: -3.44489 -2.15066 -1.86732  -1.159
C: -2.03911 -2.51184 -1.89271  0.922
C: -1.50811 -3.49108 -2.90050  -1.401
N: -1.23103 -2.05984 -0.98455  1.330
N: 0.09125 -2.54538 -1.05901  -1.030
C: 0.88741 -1.96206 -0.23809  0.503
O: 0.46130 -0.99927 0.60745  -0.094
C: 2.30328 -2.44277 -0.23782  -0.028
C: 2.92704 -2.65082 -1.44698  -0.325
C: 4.25034 -3.06540 -1.43979  -0.531
C: 4.95395 -3.22079 -0.23835  -0.401
C: 4.32866 -2.99811 0.97877  -0.809
C: 3.01164 -2.55593 0.97057  -0.163
H: -5.96416 -1.45609 -1.82944  0.431
H: -5.63878 0.04432 -1.04974  0.335
H: -5.94566 -1.45213 -0.11058  0.261
H: -4.06282 -2.50386 -2.66004  0.358
H: -2.22554 -3.56536 -3.74612  0.453
H: -1.56833 -4.46255 -2.44394  0.296
H: -0.47954 -3.21821 -3.24433  0.243
H: 2.40279 -2.60321 -2.39846  0.305
H: 4.73648 -3.37429 -2.39862  0.370
H: 6.03956 -3.48901 -0.35373  0.327
H: 4.92517 -3.06884 1.88911  0.405
H: 2.46233 -2.37660 1.90853  0.444
C: 2.44068 0.83402 2.74848  -0.139
Se: 2.58695 2.30790 1.47966  0.074
C: 4.41591 2.78249 1.84127  -0.730
C: 5.46351 1.81745 1.19642  -0.844
Se: 5.68668 1.87701 -0.76522  0.025
C: 4.29813 0.74414 -1.52179  -0.386
H: 1.36970 0.68876 2.85186  -0.570
H: 2.82434 1.14022 3.72825  0.509
H: 2.93622 -0.05337 2.42844  0.107
H: 4.47926 2.81458 2.89574  0.439
H: 4.57743 3.83381 1.48845  0.357
H: 5.37622 0.76827 1.59267  0.290
H: 6.39799 2.18777 1.54968  0.443
H: 3.51474 1.36203 -1.94215  0.161
H: 3.72655 0.08879 -0.80190  -0.120
H: 4.80488 0.21724 -2.31613  0.469
C: -1.13391 2.10879 4.27535  -1.191
C: -1.78743 1.09912 3.33971  0.617
O: -1.43288 0.96710 2.14392  -0.580
N: -2.87699 0.47586 3.79098  0.004
C: -3.65938 -0.52397 3.04615  -1.304
C: -2.90180 -1.88267 2.98207  1.148
C: -3.34957 -2.93254 3.77980  -0.941
C: -2.69071 -4.16701 3.70243  -0.279
C: -1.65984 -4.37553 2.79440  -1.235
C: -1.36524 -3.30324 1.96364  -0.050
N: -1.92281 -2.07345 2.05754  0.714
H: -0.13942 1.68670 4.56984  0.257
H: -1.61587 2.31055 5.18252  0.443
H: -0.97967 3.09305 3.75820  0.268
H: -3.17823 0.48023 4.73663  0.280
H: -3.85566 -0.21708 2.01436  0.005
H: -4.54557 -0.72621 3.63609  0.623
H: -4.02942 -2.82216 4.60747  0.400
H: -3.10020 -4.88388 4.43335  0.379
H: -1.05896 -5.28178 2.62933  0.475
H: -0.62847 -3.37453 1.18511  0.349
C: -2.06911 6.15986 -1.70242  -1.213
C: -0.90593 5.18644 -1.80831  -0.338
C: -1.41576 3.74275 -1.81628  -0.749
S: -0.17106 2.60733 -1.19310  0.429
O: -0.91331 1.36846 -0.80178  -0.637
C: 0.67845 2.06265 -2.64770  0.080
C: -0.14675 1.36472 -3.73324  -0.188
C: 0.63424 0.55184 -4.75821  -1.407
H: -1.72202 7.24253 -1.81912  0.343
H: -2.67756 5.98433 -0.78612  0.309
H: -2.77318 6.01078 -2.57882  0.288
H: -0.19895 5.32346 -0.96626  0.296
H: -0.33540 5.46904 -2.64921  0.354
H: -1.65679 3.34364 -2.84001  0.219
H: -2.28532 3.65148 -1.17147  0.491
H: 1.44873 1.42872 -2.22696  -0.512
H: 1.24418 2.96188 -2.95717  0.716
H: -0.70068 2.15434 -4.23540  0.277
H: -0.92909 0.75667 -3.23013  0.163
H: 1.27277 1.12473 -5.47000  0.364
H: -0.08881 0.03770 -5.40854  0.403
H: 1.24933 -0.27792 -4.35553  0.213

Values from the calculation:
Kohn-Sham gap (eV): 7.7
HOMO (hartree): -0.363
Max |F| (Eh/bohr): 0.05307
Net charge: +1

***

Calculated relative energy (zero: lowest compared OMol25 entry of this formula, charge and spin), 0.583; 0.833 eV (same order as the records).